{
  "formula": "C18H19ClFN3O3S",
  "method": "ωB97M-V/def2-TZVPD",
  "total_energy_ha": -2044.9498,
  "de_lowest_ev": 16.6728,
  "lumo_ha": -0.035,
  "elements": ["C", "N", "C", "C", "N", "S", "O", "O", "C", "C", "C", "C", "C", "C", "H", "H", "N", "C", "O", "C", "C", "C", "C", "C", "C", "Cl", "H", "F", "H", "H", "H", "H", "H", "C", "C", "H", "H", "H", "H", "H", "H", "H", "H", "H", "H", "H"],
  "coordinates": [[-0.85676, -0.02175, 2.21543], [-0.84549, 1.53788, 2.21024], [-2.18859, 2.13905, 2.62150], [-2.00826, 3.59894, 2.18494], [-0.62209, 4.09651, 1.83478], [0.01128, 4.10856, 0.42692], [-0.91295, 4.74744, -0.25185], [1.10662, 4.74990, 0.47799], [0.02458, 2.47687, -0.33244], [-0.94715, 1.97491, -0.91668], [-0.95797, 0.51862, -1.32006], [0.25294, -0.13473, -1.35917], [1.51923, 0.70711, -0.85611], [1.27699, 1.84130, -0.08235], [2.07162, 2.40614, 0.19610], [2.52288, -0.01140, -0.57242], [0.59314, -1.24903, -1.85323], [1.53815, -2.27968, -1.67028], [2.37610, -1.97626, -1.08361], [1.17933, -3.64543, -2.22113], [2.10275, -4.18068, -3.13785], [2.04118, -5.57230, -3.55213], [0.73615, -6.10620, -3.40807], [-0.16256, -5.62594, -2.63993], [-0.35541, -4.27146, -2.23787], [-1.39311, -3.58414, -1.14623], [-1.04164, -5.97156, -2.74500], [0.45296, -7.25797, -4.00490], [2.89193, -5.93135, -4.21766], [3.16455, -3.60687, -3.08981], [-0.51957, -1.65494, -2.23728], [-1.72737, 0.18860, -2.03774], [-1.91247, 2.47612, -0.94145], [0.36145, 3.44973, 2.88429], [0.30078, 1.86654, 2.94608], [0.00054, 1.46323, 4.19503], [1.05405, 1.52625, 2.49846], [1.43091, 3.71481, 2.90056], [0.00297, 3.77668, 3.99818], [-2.53482, 3.59933, 1.35561], [-2.31005, 4.17367, 3.10597], [-2.18316, 1.66282, 3.73688], [-2.82659, 1.48011, 1.89611], [0.17406, -0.44294, 1.71514], [-1.22286, -0.56995, 3.06217], [-1.65826, -0.18655, 1.45288]],
  "forces_ev_per_angstrom": [[0.26, 1.52, -4.21], [-0.60, -4.26, -0.36], [3.82, -4.87, -0.20], [2.46, 0.35, 4.98], [0.76, -3.71, 7.50], [-9.10, -11.20, 0.06], [-10.29, 5.61, -7.77], [17.95, 7.17, 1.51], [7.45, 4.03, 5.36], [-6.90, -5.79, -3.34], [0.69, 2.21, -1.23], [3.91, 7.95, 3.85], [-0.19, -3.28, 3.33], [-1.66, -3.01, -4.72], [2.27, 1.47, 1.55], [-2.87, 2.65, -1.44], [-7.83, -7.33, -5.95], [-14.32, -2.72, -7.68], [16.11, 2.64, 9.64], [-3.80, -0.28, -2.62], [2.57, -0.86, 2.77], [-0.54, 2.47, -1.45], [7.21, -1.87, -3.04], [-2.50, 7.39, 3.24], [9.54, -0.23, 0.53], [-1.69, -0.11, 0.54], [-6.26, -3.94, -0.23], [-0.04, -0.88, -0.35], [-1.60, 0.01, 1.06], [-2.56, -1.51, -0.59], [4.55, 0.89, 0.86], [-0.06, -0.08, 0.84], [0.23, 0.13, -0.40], [-1.30, 0.35, 3.78], [-8.25, 4.86, 6.16], [1.77, 1.08, -3.02], [6.37, -3.48, -2.82], [-0.68, 0.64, -0.89], [0.54, -0.24, -2.83], [-2.96, 1.39, -3.77], [-0.18, 0.25, -1.60], [-1.09, 2.11, -1.85], [0.25, 1.69, 1.69], [-2.56, 1.11, 1.61], [0.43, 0.16, 1.23], [0.71, -0.48, 0.25]]
}



{
  "formula": "C2H3ClO2S",
  "method": "ωB97M-V/def2-TZVPD",
  "total_energy_ha": -1086.7813,
  "de_lowest_ev": 1.8877,
  "lumo_ha": -0.022,
  "elements": ["C", "C", "O", "O", "S", "Cl", "H", "H", "H"],
  "coordinates": [[1.40069, -0.36550, 0.27360], [0.92072, 0.33794, -0.72631], [-1.32309, -0.07709, 1.47161], [-0.41363, 0.59826, -0.78124], [-1.59241, -0.18840, 0.08420], [-3.48292, 0.77899, -0.13712], [0.76929, -0.79283, 1.03332], [2.39734, -0.83666, 0.41609], [1.32401, 0.54529, -1.63416]],
  "forces_ev_per_angstrom": [[1.72, -1.79, 0.86], [-0.97, -2.01, 2.62], [0.22, 0.51, 1.12], [-2.86, 1.57, -0.21], [0.32, -1.46, -1.16], [0.72, 0.49, -0.36], [-0.34, 0.58, 0.22], [-0.45, 1.08, -0.88], [1.63, 1.03, -2.20]]
}



{
  "formula": "C8H11ClN2O",
  "method": "ωB97M-V/def2-TZVPD",
  "total_energy_ha": -956.2906,
  "smiles": "CN(C)C(=O)[C@@]1(Cl)C=CCC=N1",
  "de_lowest_ev": 1.8412,
  "lumo_ha": 0.024,
  "elements": ["C", "N", "C", "C", "O", "C", "Cl", "C", "C", "C", "C", "N", "H", "H", "H", "H", "H", "H", "H", "H", "H", "H", "H"],
  "coordinates": [[-3.11761, -0.07801, 0.76051], [-1.90195, 0.25524, 0.16329], [-1.97859, 0.66498, -1.24538], [-0.81421, 0.15511, 0.96448], [-0.74220, -0.33242, 2.09151], [0.74722, 0.69331, 0.24630], [0.65141, 2.34768, -0.20607], [1.70036, 0.66484, 1.32383], [2.89370, 0.05710, 1.30229], [3.38706, -0.43449, 0.02201], [2.19581, -0.74958, -0.82739], [0.99651, -0.31942, -0.81617], [-3.53872, 0.65707, 1.42622], [-3.77956, -0.18223, -0.04811], [-3.01518, -0.92283, 1.44176], [-1.05496, 0.49530, -1.83857], [-2.75771, 0.11998, -1.61375], [-2.28483, 1.70665, -1.20975], [1.42369, 1.03635, 2.21887], [3.57724, 0.22914, 2.17941], [3.78024, 0.57783, -0.46583], [4.12381, -1.18169, 0.12023], [2.44589, -1.55925, -1.50789]],
  "forces_ev_per_angstrom": [[-0.98, -0.54, 1.62], [2.70, 0.11, 0.45], [2.37, 1.57, 1.51], [2.92, 0.20, -0.66], [-0.71, 0.99, -1.65], [-3.04, -3.13, 0.79], [-0.38, 1.46, -1.28], [2.47, -2.38, -0.21], [-0.29, 1.89, 1.59], [-0.74, 3.59, -0.95], [0.21, -1.48, -0.66], [0.95, 1.30, 0.52], [0.00, 0.97, 0.15], [-1.41, -0.80, -0.55], [-0.10, -0.50, -0.55], [-0.63, 0.17, 0.72], [-1.92, -1.51, -1.46], [0.19, 0.31, -0.63], [-1.22, 1.50, 2.69], [-0.76, -0.60, -0.97], [0.06, -2.24, 0.56], [0.80, -0.87, -0.50], [-0.50, 0.00, -0.53]]
}



{
  "formula": "C3H3Br2F3",
  "method": "ωB97M-V/def2-TZVPD",
  "total_energy_ha": -5563.6066,
  "de_lowest_ev": 3.1107,
  "lumo_ha": [-0.078, -0.095],
  "elements": ["C", "C", "C", "F", "F", "F", "Br", "Br", "H", "H", "H"],
  "coordinates": [[0.08440, 0.03986, 0.01752], [1.45881, 0.67204, -0.02759], [2.62669, -0.25915, -0.29881], [1.69828, 1.34174, 1.13912], [1.49869, 1.63649, -0.98834], [5.72140, 1.29823, 1.10325], [2.46907, -2.06921, 0.03864], [4.27743, 0.50182, -0.29024], [-0.17763, -0.34001, -0.96575], [-0.62683, 0.81336, 0.30883], [0.05622, -0.76300, 0.74915]],
  "forces_ev_per_angstrom": [[0.19, 0.25, 0.04], [-0.57, 0.20, 0.10], [1.08, 0.28, 0.54], [0.01, -0.31, 0.14], [-0.08, -0.01, -0.28], [-0.82, -0.49, -0.59], [-0.09, -0.03, -0.05], [0.22, 0.20, 0.21], [-0.01, -0.09, -0.05], [0.08, -0.01, -0.07], [-0.01, 0.01, 0.00]]
}



{
  "formula": "C21H23ClN2O4S",
  "method": "ωB97M-V/def2-TZVPD",
  "total_energy_ha": -2082.9619,
  "smiles": "CSCC[C@@H](NC(=O)c1ccccc1)C(=O)OCC(=O)Nc1ccc(C)c(Cl)c1",
  "de_lowest_ev": 0.0874,
  "lumo_ha": 0.011,
  "elements": ["C", "S", "C", "C", "C", "N", "C", "O", "C", "C", "C", "C", "C", "C", "C", "O", "O", "C", "C", "O", "N", "C", "C", "C", "C", "C", "C", "Cl", "C", "H", "H", "H", "H", "H", "H", "H", "H", "H", "H", "H", "H", "H", "H", "H", "H", "H", "H", "H", "H", "H", "H", "H"],
  "coordinates": [[0.57620, -0.82844, -3.73578], [2.03974, -1.89063, -3.60707], [1.35773, -3.28720, -2.65003], [0.91109, -2.94720, -1.23570], [2.05671, -2.46455, -0.33978], [2.55069, -1.16255, -0.73946], [1.84594, -0.06117, -0.42425], [0.80479, -0.14349, 0.22030], [2.38748, 1.23697, -0.89226], [3.14247, 1.35886, -2.05621], [3.60211, 2.60251, -2.45000], [3.32085, 3.72617, -1.68947], [2.56096, 3.61056, -0.53692], [2.08899, 2.37275, -0.14371], [1.65084, -2.34153, 1.13896], [2.38445, -1.87303, 1.96707], [0.45260, -2.86495, 1.38763], [-0.02661, -2.81903, 2.72748], [-1.28954, -1.95723, 2.88531], [-2.13256, -2.26622, 3.69844], [-1.30900, -0.87832, 2.07659], [-2.29200, 0.10937, 1.97768], [-2.07755, 1.14689, 1.07248], [-3.01391, 2.15101, 0.93068], [-4.18842, 2.16277, 1.67327], [-5.20487, 3.24921, 1.52083], [-4.38076, 1.11577, 2.57050], [-5.82351, 1.07207, 3.52523], [-3.45913, 0.09740, 2.73440], [-0.25686, -1.41183, -4.11722], [0.33757, -0.39806, -2.76716], [0.82663, -0.03706, -4.43451], [0.51915, -3.68458, -3.22321], [2.15841, -4.02684, -2.63872], [0.47799, -3.84513, -0.79204], [0.13452, -2.18132, -1.25244], [2.89353, -3.17007, -0.38306], [3.40979, -1.09523, -1.25810], [3.34485, 0.49782, -2.67689], [4.18231, 2.69495, -3.35605], [3.68891, 4.69272, -1.99982], [2.33402, 4.48550, 0.05336], [1.49243, 2.26452, 0.74982], [-0.26874, -3.83934, 3.03524], [0.75785, -2.41764, 3.38138], [-0.51763, -0.72961, 1.45481], [-1.17137, 1.15645, 0.48648], [-2.83282, 2.94942, 0.22578], [-4.88571, 3.97404, 0.77678], [-5.35682, 3.76035, 2.47068], [-6.16371, 2.82990, 1.21846], [-3.64008, -0.69575, 3.44018]],
  "forces_ev_per_angstrom": [[0.40, -0.32, 0.23], [-0.10, -0.29, -0.51], [0.02, 0.51, -0.13], [0.23, -0.10, -0.04], [-0.52, 0.09, 0.01], [0.15, 0.06, 0.30], [0.38, -0.24, -0.24], [-0.23, 0.15, 0.06], [0.02, 0.38, -0.06], [-0.08, -0.05, 0.15], [0.07, 0.08, -0.06], [0.02, 0.01, -0.06], [-0.01, 0.03, 0.02], [-0.02, -0.17, 0.00], [0.76, -0.02, 0.12], [-0.09, -0.10, -0.05], [-0.34, -0.14, -0.14], [-0.06, -0.05, 0.66], [0.52, -0.36, -0.31], [-0.12, -0.07, 0.23], [0.31, 0.18, -0.32], [-0.42, 0.29, 0.08], [0.04, -0.04, 0.01], [-0.04, -0.13, 0.12], [-0.12, -0.01, 0.09], [0.00, -0.02, 0.02], [0.35, 0.10, -0.31], [-0.20, -0.03, 0.15], [0.01, -0.14, 0.10], [-0.13, 0.05, -0.03], [-0.15, 0.11, 0.03], [-0.03, 0.08, -0.06], [0.05, -0.12, 0.04], [-0.02, -0.10, -0.04], [-0.05, 0.05, 0.00], [-0.04, -0.07, 0.06], [-0.08, 0.08, 0.06], [-0.14, 0.07, 0.08], [0.02, -0.12, -0.03], [0.04, 0.01, -0.07], [0.03, 0.08, -0.03], [-0.01, 0.07, 0.05], [-0.06, -0.01, 0.06], [-0.03, 0.21, -0.07], [-0.18, -0.10, -0.10], [-0.07, -0.17, 0.11], [0.10, 0.00, -0.06], [0.01, 0.08, -0.07], [0.01, 0.06, -0.05], [-0.08, 0.09, 0.01], [-0.09, 0.07, -0.02], [-0.02, 0.01, 0.02]]
}



{
  "formula": "C22H26F13NO4P",
  "method": "ωB97M-V/def2-TZVPD",
  "total_energy_ha": -2849.0171,
  "smiles": "CCOCCCCCOC(=O)c1c(CCC(F)(F)C(F)(F)C(F)(F)C(F)(F)C(F)(F)C(F)(F)F)c[nH+]cc1P(C)O",
  "lumo_ha": -0.165,
  "total_charge": 1,
  "elements": ["C", "C", "O", "C", "C", "C", "C", "C", "O", "C", "O", "C", "C", "C", "C", "C", "F", "F", "C", "F", "F", "C", "F", "F", "C", "F", "F", "C", "F", "F", "C", "F", "F", "F", "C", "N", "C", "C", "P", "C", "O", "H", "H", "H", "H", "H", "H", "H", "H", "H", "H", "H", "H", "H", "H", "H", "H", "H", "H", "H", "H", "H", "H", "H", "H", "H", "H"],
  "coordinates": [[-2.42702, -3.21988, -2.25612], [-1.79453, -2.11855, -3.09922], [-2.55912, -1.79368, -4.24708], [-3.74667, -1.07511, -3.99211], [-3.55720, 0.43997, -4.02858], [-2.95080, 1.07561, -2.77722], [-3.62972, 0.69700, -1.46848], [-2.93833, 1.33462, -0.27541], [-1.97946, 0.39058, 0.26912], [-0.68828, 0.74756, 0.18201], [0.07393, 0.24777, -0.55036], [-0.25898, 1.74097, 1.21924], [-0.16553, 1.29637, 2.55361], [-0.42028, -0.13625, 2.96108], [0.92446, -0.91148, 3.10619], [0.80726, -2.28013, 2.47513], [-0.25473, -2.90313, 3.05670], [0.52486, -2.17021, 1.16204], [2.01071, -3.24290, 2.68516], [1.54767, -4.48782, 2.45755], [2.40073, -3.17244, 3.96713], [3.25469, -3.12505, 1.74958], [4.03897, -4.16281, 2.08346], [2.86927, -3.28558, 0.47570], [4.13720, -1.83546, 1.87594], [5.42650, -2.17120, 1.95425], [3.81864, -1.18707, 3.01951], [3.97527, -0.82349, 0.71542], [4.52905, 0.33033, 1.14015], [2.67540, -0.58604, 0.50975], [4.66493, -1.23092, -0.64984], [3.74264, -1.26091, -1.60152], [5.23337, -2.41612, -0.57710], [5.57222, -0.32984, -0.97230], [0.20691, 2.21858, 3.53877], [0.47718, 3.49075, 3.20473], [0.40574, 3.93092, 1.94072], [0.03710, 3.07577, 0.88600], [-0.04577, 3.90643, -0.77008], [1.66803, 4.53639, -0.82201], [0.07112, 2.71155, -1.86142], [-2.94144, -3.91947, -2.90666], [-3.14960, -2.79848, -1.55811], [-1.67337, -3.73693, -1.67123], [-0.83788, -2.46852, -3.47841], [-1.57950, -1.24279, -2.48435], [-4.22334, -1.39489, -3.06483], [-4.44088, -1.33475, -4.78845], [-2.90968, 0.65462, -4.87546], [-4.53314, 0.88881, -4.20736], [-3.05169, 2.16204, -2.89373], [-1.88277, 0.86548, -2.71436], [-3.54005, -0.37473, -1.31241], [-4.68521, 0.95529, -1.47608], [-3.65124, 1.59538, 0.50169], [-2.43940, 2.25910, -0.56804], [-1.06971, -0.60442, 2.23012], [-0.95351, -0.12940, 3.90567], [1.71261, -0.32575, 2.65306], [1.13426, -1.01317, 4.16466], [0.29308, 1.93534, 4.57457], [0.74471, 4.13480, 3.93787], [0.64893, 4.96913, 1.77696], [2.35413, 3.89796, -0.26758], [1.98892, 4.52076, -1.85796], [1.71870, 5.54709, -0.43249], [-0.71040, 2.71244, -2.42716]],
  "forces_ev_per_angstrom": [[-0.16, 0.51, 0.03], [0.22, -0.42, 0.02], [0.03, 0.15, 0.13], [-0.11, 0.15, -0.24], [0.18, -0.32, 0.33], [-0.25, 0.35, -0.17], [0.53, -0.06, 0.00], [-0.55, 0.10, 0.00], [-0.36, 0.15, 0.01], [-0.73, 0.23, 0.71], [1.39, -0.86, -1.05], [0.04, 0.81, 0.60], [0.06, 0.55, 0.49], [0.34, 0.22, -0.17], [-0.66, 0.50, 0.05], [-0.05, 0.14, 0.51], [-0.03, -0.02, 0.01], [0.03, -0.10, -0.20], [-0.34, -0.24, -0.47], [0.03, 0.02, -0.03], [0.09, 0.04, 0.14], [0.36, -0.13, 0.40], [-0.02, 0.00, 0.00], [-0.08, 0.05, -0.15], [0.02, -0.09, -0.10], [0.07, 0.03, 0.10], [-0.08, 0.05, 0.05], [0.51, 0.15, -0.04], [0.04, 0.01, -0.01], [-0.34, 0.04, 0.00], [-0.60, 0.26, 0.08], [-0.17, -0.02, -0.19], [0.28, -0.48, 0.02], [0.35, 0.21, -0.06], [-0.21, -0.69, -0.92], [-0.13, -0.25, -0.26], [-0.22, -0.62, -0.61], [0.53, 0.08, 0.79], [-0.31, 0.70, -0.12], [0.16, -0.39, 0.33], [-0.07, -0.20, 0.09], [0.02, -0.21, -0.04], [-0.15, -0.12, 0.08], [0.10, -0.11, 0.05], [0.07, 0.01, -0.15], [-0.03, 0.14, 0.03], [0.00, -0.09, 0.15], [0.00, -0.09, -0.13], [-0.09, 0.13, -0.20], [-0.11, 0.10, -0.08], [0.10, 0.09, 0.00], [0.13, -0.19, 0.03], [-0.24, -0.16, 0.04], [-0.14, 0.06, -0.06], [0.03, -0.16, 0.25], [0.16, 0.09, 0.01], [-0.07, -0.11, -0.05], [-0.10, -0.12, 0.11], [0.19, -0.16, -0.11], [0.27, -0.19, 0.08], [0.02, 0.11, 0.15], [0.01, 0.08, -0.01], [0.01, 0.10, 0.07], [0.08, -0.02, 0.02], [-0.08, 0.19, -0.20], [0.03, 0.19, -0.04], [0.00, -0.16, -0.10]]
}